This record from OMol25 describes a molecular structure, C31H37N8O3PbS. The level of theory is wB97M-V/def2-TZVPD.

```
81
Properties=species:S:1:pos:R:3:forces:R:3
Pb -0.17408 -0.23141 0.05451 -0.024 0.049 0.074
C -2.36989 1.54166 1.49808 0.007 0.005 0.003
N -1.78015 1.62169 0.14660 -0.031 0.043 -0.012
C -2.82782 1.53194 -0.89277 -0.005 0.018 0.030
C -2.92033 0.23138 -1.64781 0.068 -0.012 -0.020
C -4.08287 -0.01973 -2.35949 -0.008 0.011 -0.009
C -4.15762 -1.13451 -3.17001 -0.011 0.004 -0.003
C -3.05122 -1.96830 -3.25754 0.019 -0.003 -0.001
C -1.94074 -1.66308 -2.50793 0.003 0.009 -0.008
N -1.86413 -0.58472 -1.70564 -0.060 -0.029 0.021
C -1.02511 2.88678 -0.02638 -0.014 -0.020 0.000
C -0.16512 2.84143 -1.26332 0.006 -0.030 0.022
C -0.03558 3.93778 -2.09970 0.000 0.007 0.002
C 0.78793 3.84556 -3.21135 0.004 -0.003 0.001
C 1.44487 2.64963 -3.46430 -0.003 0.011 0.001
C 1.25757 1.60113 -2.58599 0.005 -0.006 0.005
N 0.48106 1.69454 -1.49991 0.000 0.013 -0.066
C -1.30234 1.53322 2.56473 0.004 -0.004 -0.013
C -1.58579 1.98839 3.84147 -0.004 0.003 0.002
C -0.57474 2.01852 4.78796 0.000 -0.002 0.003
C 0.69818 1.60636 4.42225 -0.008 0.002 -0.002
C 0.89361 1.15109 3.13587 0.021 -0.017 0.006
N -0.08132 1.10582 2.22124 -0.011 0.005 0.004
H -3.03176 2.39740 1.66430 0.001 -0.002 0.003
H -2.98021 0.63637 1.54546 0.004 0.005 0.000
H -3.80087 1.76344 -0.45622 -0.004 -0.033 0.006
H -2.63138 2.30475 -1.63930 -0.013 0.004 0.001
H -4.91967 0.66050 -2.27080 0.000 0.003 -0.001
H -5.05869 -1.34980 -3.72852 -0.002 0.001 0.001
H -3.04934 -2.84619 -3.88728 -0.002 0.001 0.000
H -1.07342 -2.30059 -2.57122 0.015 -0.011 0.019
H -1.72400 3.72529 -0.08404 0.005 0.003 -0.006
H -0.39426 3.04874 0.84575 0.006 -0.003 0.003
H -0.57461 4.85030 -1.88091 0.001 0.002 -0.002
H 0.90627 4.69016 -3.87703 -0.002 0.001 0.000
H 2.08249 2.52795 -4.32841 0.000 -0.001 -0.001
H 1.73663 0.64541 -2.76707 -0.002 -0.001 0.006
H -2.58390 2.33170 4.08105 0.000 0.002 -0.001
H -0.77256 2.37645 5.78955 0.000 0.000 0.000
H 1.52388 1.63806 5.11849 0.001 -0.002 0.000
H 1.87249 0.81548 2.82317 -0.001 0.000 -0.011
C 2.80877 -1.58240 -1.40542 0.006 -0.017 0.019
C 1.52264 -2.26574 -1.88363 0.023 0.034 -0.011
N 0.72551 -2.75566 -0.75745 -0.047 -0.087 -0.026
C 1.33246 -3.89078 -0.05344 0.029 -0.011 0.052
C 1.31541 -3.73139 1.47705 0.026 -0.040 0.011
N 1.89705 -2.49833 1.91397 0.036 0.040 0.007
C 3.24870 -2.13791 1.59670 -0.039 -0.009 0.003
C 3.41493 -0.79045 0.86546 0.064 0.003 0.015
N 2.57584 -0.60648 -0.32613 -0.068 0.000 0.097
H 3.51602 -2.33470 -1.05611 0.013 0.004 -0.013
H 3.29263 -1.10630 -2.25997 -0.021 0.011 -0.005
H 0.91602 -1.54613 -2.44201 -0.003 0.004 0.010
H 1.80201 -3.05704 -2.58714 -0.022 -0.017 0.017
H -0.21502 -3.02577 -1.02831 -0.012 0.031 -0.017
H 0.79880 -4.81891 -0.26411 -0.016 0.015 -0.017
H 2.35532 -4.03918 -0.39694 0.001 0.013 -0.020
H 0.30525 -3.79981 1.87229 0.007 0.011 0.003
H 1.91186 -4.55070 1.90580 -0.021 -0.007 -0.004
H 1.27694 -1.91968 2.55495 -0.029 -0.002 -0.043
H 3.78227 -2.03370 2.55047 0.032 -0.025 -0.010
H 3.71159 -2.95510 1.04747 0.005 0.003 0.002
H 3.22055 0.03487 1.54680 -0.028 -0.011 0.013
H 4.47921 -0.74393 0.61074 -0.002 0.020 -0.002
H 2.72807 0.33917 -0.65961 0.040 -0.017 -0.035
O -0.05182 -1.61927 3.39433 0.040 -0.012 0.017
C -1.10997 -1.93385 2.83670 -0.035 0.142 -0.073
N -1.43608 -1.55175 1.57069 0.090 -0.026 -0.026
S -2.75039 -2.38881 0.99057 -0.063 -0.098 -0.103
O -2.26404 -3.32535 0.00592 0.020 0.043 0.038
O -3.75904 -1.45271 0.58241 0.012 0.016 0.023
C -3.12398 -3.16294 2.51748 -0.027 -0.013 0.010
C -4.17993 -3.99182 2.82831 0.010 0.001 0.021
C -4.22981 -4.47078 4.13554 0.001 -0.001 0.004
C -3.25611 -4.12820 5.07015 -0.009 -0.001 0.000
C -2.19565 -3.29484 4.73185 0.012 0.000 -0.011
C -2.14578 -2.81003 3.43651 0.008 -0.022 0.002
H -4.93483 -4.26005 2.10214 0.001 0.003 -0.004
H -5.04162 -5.12225 4.42941 0.000 -0.001 -0.003
H -3.32928 -4.51865 6.07595 0.003 0.002 0.001
H -1.43584 -3.02482 5.45283 -0.001 -0.002 0.002
```
Positions in Å, forces in eV/Å.

E_LUMO (spin up / spin down) = -10.992 / -11.291 eV
Net charge = +3
Energy above the lowest of the compared OMol25 structures with the same formula, charge and spin = 48.9 kJ/mol
E_HOMO (spin up / spin down) = -16.671 / -16.813 eV